# 1
Molecular formula: C29H49CrN7O9S2Si
Method: DFT, wB97M-V/def2-TZVPD

Properties
HOMO energy (spin up / spin down) ... -0.40 / -2.55 eV
Calculated total energy ... -117698.81532 eV

ORCA input file:
```
! RIJCOSX wB97M-V def2-TZVPD def2/J DEFGRID3
* xyz -2 5
Cr -0.002 0.651 0.740
O -1.264 -2.599 2.995
C -0.751 -2.177 1.970
O -0.330 -0.943 1.878
C -0.599 -3.061 0.709
O -0.033 -4.152 0.840
O -1.001 -2.525 -0.364
C 5.995 1.434 -0.600
C 5.763 0.594 0.651
N 4.594 0.993 1.431
C 4.810 1.893 2.554
C 4.743 3.370 2.178
C 3.348 0.643 1.010
S 2.015 1.182 1.947
N 3.365 -0.118 -0.088
C 2.289 -0.585 -0.715
O 1.087 -0.282 -0.544
C 2.557 -1.543 -1.837
C 3.837 -1.697 -2.364
C 4.051 -2.564 -3.423
C 2.987 -3.287 -3.953
C 1.715 -3.146 -3.417
C 1.496 -2.278 -2.357
H 6.881 1.079 -1.131
H 6.142 2.487 -0.353
H 5.135 1.352 -1.263
H 6.624 0.667 1.319
H 5.640 -0.450 0.368
H 5.790 1.653 2.972
H 4.065 1.677 3.317
H 5.562 3.653 1.515
H 4.802 3.989 3.076
H 3.798 3.583 1.679
H 4.649 -1.122 -1.940
H 5.046 -2.677 -3.837
H 3.154 -3.965 -4.782
H 0.885 -3.713 -3.820
H 0.521 -2.205 -1.888
C -2.058 -6.087 -3.841
C -2.589 -5.099 -2.810
S -3.082 -3.591 -3.618
O -1.893 -3.004 -4.208
O -4.203 -3.874 -4.495
C -3.599 -2.638 -2.238
C -4.010 -1.190 -2.561
N -3.480 -0.334 -1.502
C -2.157 -0.011 -1.395
N -1.856 0.342 -0.166
C -3.011 0.207 0.587
C -4.035 -0.189 -0.231
N -5.359 -0.341 0.093
O -5.686 -0.084 1.303
O -6.208 -0.704 -0.808
C -1.250 0.009 -2.571
H -1.790 -7.024 -3.354
H -1.174 -5.684 -4.334
H -2.811 -6.289 -4.604
H -1.841 -4.814 -2.067
H -3.476 -5.471 -2.298
H -2.760 -2.659 -1.529
H -4.433 -3.188 -1.798
H -5.091 -1.101 -2.525
H -3.643 -0.844 -3.525
H -3.048 0.296 1.651
H -1.397 0.925 -3.152
H -1.426 -0.840 -3.233
H -0.219 -0.027 -2.234
C -1.341 3.527 -1.306
Si 0.205 2.796 -0.463
C 1.548 2.825 -1.811
C 0.712 4.279 0.651
H -1.059 4.369 -1.948
H -2.046 3.898 -0.556
H -1.882 2.799 -1.912
H 1.579 3.805 -2.299
H 1.381 2.064 -2.579
H 2.533 2.630 -1.372
H 1.044 5.120 0.032
H 1.522 4.018 1.337
H -0.130 4.639 1.254
C -3.425 1.743 4.028
C -1.986 1.610 4.546
C -1.939 0.551 5.643
C -1.516 2.958 5.096
N -1.009 1.153 3.547
N -1.031 1.801 2.280
H -4.099 1.924 4.867
H -3.770 0.840 3.525
H -3.540 2.585 3.339
H -2.529 0.872 6.504
H -0.908 0.383 5.959
H -2.335 -0.398 5.276
H -2.160 3.288 5.915
H -1.544 3.731 4.323
H -0.490 2.873 5.460
H -1.030 0.146 3.368
H -0.564 2.699 2.367
H -1.973 1.968 1.919
*
```

---

# 2
Molecular formula: C29H49LaNP2
Method: DFT, wB97M-V/def2-TZVPD

Properties
HOMO energy ... -8.88 eV
Calculated total energy ... -51790.13327 eV

ORCA input file:
```
! RIJCOSX wB97M-V def2-TZVPD def2/J DEFGRID3
* xyz 1 1
La 1.537 0.371 1.268
C 2.986 2.245 -0.161
C 1.830 3.032 0.102
C 2.780 2.488 2.131
C 3.601 1.937 1.092
C 1.666 3.133 1.511
C 3.530 1.910 -1.505
H 2.757 1.962 -2.284
H 3.956 0.897 -1.517
H 4.337 2.603 -1.799
C 4.810 1.091 1.249
H 5.535 1.298 0.442
H 4.602 -0.002 1.207
H 5.299 1.301 2.211
C 2.958 2.318 3.597
H 4.028 2.257 3.846
H 2.473 1.399 3.998
H 2.525 3.170 4.148
C 0.601 3.902 2.208
H 0.962 4.893 2.531
H 0.257 3.377 3.109
H -0.271 4.069 1.561
C 0.997 3.723 -0.917
H 1.324 4.761 -1.104
H -0.055 3.786 -0.609
H 1.034 3.216 -1.888
C -2.676 -2.565 -3.352
C -2.417 -1.598 -4.247
C -3.415 -0.644 -4.828
C -4.619 -0.287 -3.914
C -4.285 0.047 -2.492
C -4.306 -0.819 -1.464
C -4.532 -2.294 -1.566
C -4.030 -2.976 -2.868
H -3.830 -1.033 -5.777
H -5.368 -1.088 -3.974
H -2.885 0.287 -5.093
H -4.789 -2.868 -3.656
H -1.875 -3.240 -3.034
H -1.431 -1.568 -4.728
H -3.968 -4.054 -2.642
H -4.044 -2.777 -0.704
H -4.274 -0.440 -0.434
H -5.609 -2.531 -1.474
H -5.086 0.607 -4.358
H -4.123 1.117 -2.305
P 0.385 -0.449 -1.332
C 0.586 -2.167 -1.917
C -0.041 0.464 -2.859
P -1.398 0.784 0.883
C -1.269 -0.540 -0.449
C -2.498 2.017 0.110
C -2.497 -0.013 2.123
H 0.907 -2.825 -1.099
H 1.357 -2.200 -2.696
H -0.362 -2.539 -2.325
H -0.919 0.027 -3.352
H 0.823 0.414 -3.541
H -0.240 1.519 -2.631
H -3.357 -0.501 1.642
H -2.852 0.758 2.821
H -1.946 -0.761 2.707
H -1.381 -1.531 0.017
H -2.085 -0.435 -1.179
H -2.810 2.738 0.880
H -3.381 1.535 -0.330
H -1.964 2.571 -0.673
C 4.447 -0.928 4.207
C 3.320 -1.797 3.835
C 3.120 -3.066 4.407
C 1.970 -3.609 3.819
C 1.491 -2.659 2.899
C 0.303 -2.811 2.030
N 2.316 -1.528 2.902
H 4.392 -0.692 5.281
H 5.393 -1.471 4.050
H 4.492 0.010 3.650
H 3.756 -3.510 5.163
H 1.508 -4.573 4.008
H 0.574 -2.788 0.958
H -0.160 -3.795 2.202
H -0.475 -2.065 2.270
*
```

---

Copy entry 1 word for word.
Molecular formula: C29H49CrN7O9S2Si
Method: DFT, wB97M-V/def2-TZVPD

Properties
HOMO energy (spin up / spin down) ... -0.40 / -2.55 eV
Calculated total energy ... -117698.81532 eV

ORCA input file:
```
! RIJCOSX wB97M-V def2-TZVPD def2/J DEFGRID3
* xyz -2 5
Cr -0.002 0.651 0.740
O -1.264 -2.599 2.995
C -0.751 -2.177 1.970
O -0.330 -0.943 1.878
C -0.599 -3.061 0.709
O -0.033 -4.152 0.840
O -1.001 -2.525 -0.364
C 5.995 1.434 -0.600
C 5.763 0.594 0.651
N 4.594 0.993 1.431
C 4.810 1.893 2.554
C 4.743 3.370 2.178
C 3.348 0.643 1.010
S 2.015 1.182 1.947
N 3.365 -0.118 -0.088
C 2.289 -0.585 -0.715
O 1.087 -0.282 -0.544
C 2.557 -1.543 -1.837
C 3.837 -1.697 -2.364
C 4.051 -2.564 -3.423
C 2.987 -3.287 -3.953
C 1.715 -3.146 -3.417
C 1.496 -2.278 -2.357
H 6.881 1.079 -1.131
H 6.142 2.487 -0.353
H 5.135 1.352 -1.263
H 6.624 0.667 1.319
H 5.640 -0.450 0.368
H 5.790 1.653 2.972
H 4.065 1.677 3.317
H 5.562 3.653 1.515
H 4.802 3.989 3.076
H 3.798 3.583 1.679
H 4.649 -1.122 -1.940
H 5.046 -2.677 -3.837
H 3.154 -3.965 -4.782
H 0.885 -3.713 -3.820
H 0.521 -2.205 -1.888
C -2.058 -6.087 -3.841
C -2.589 -5.099 -2.810
S -3.082 -3.591 -3.618
O -1.893 -3.004 -4.208
O -4.203 -3.874 -4.495
C -3.599 -2.638 -2.238
C -4.010 -1.190 -2.561
N -3.480 -0.334 -1.502
C -2.157 -0.011 -1.395
N -1.856 0.342 -0.166
C -3.011 0.207 0.587
C -4.035 -0.189 -0.231
N -5.359 -0.341 0.093
O -5.686 -0.084 1.303
O -6.208 -0.704 -0.808
C -1.250 0.009 -2.571
H -1.790 -7.024 -3.354
H -1.174 -5.684 -4.334
H -2.811 -6.289 -4.604
H -1.841 -4.814 -2.067
H -3.476 -5.471 -2.298
H -2.760 -2.659 -1.529
H -4.433 -3.188 -1.798
H -5.091 -1.101 -2.525
H -3.643 -0.844 -3.525
H -3.048 0.296 1.651
H -1.397 0.925 -3.152
H -1.426 -0.840 -3.233
H -0.219 -0.027 -2.234
C -1.341 3.527 -1.306
Si 0.205 2.796 -0.463
C 1.548 2.825 -1.811
C 0.712 4.279 0.651
H -1.059 4.369 -1.948
H -2.046 3.898 -0.556
H -1.882 2.799 -1.912
H 1.579 3.805 -2.299
H 1.381 2.064 -2.579
H 2.533 2.630 -1.372
H 1.044 5.120 0.032
H 1.522 4.018 1.337
H -0.130 4.639 1.254
C -3.425 1.743 4.028
C -1.986 1.610 4.546
C -1.939 0.551 5.643
C -1.516 2.958 5.096
N -1.009 1.153 3.547
N -1.031 1.801 2.280
H -4.099 1.924 4.867
H -3.770 0.840 3.525
H -3.540 2.585 3.339
H -2.529 0.872 6.504
H -0.908 0.383 5.959
H -2.335 -0.398 5.276
H -2.160 3.288 5.915
H -1.544 3.731 4.323
H -0.490 2.873 5.460
H -1.030 0.146 3.368
H -0.564 2.699 2.367
H -1.973 1.968 1.919
*
```